DFT (ωB97M-V/def2-TZVPD) results for the ion C4H5O3 with charge -2 in a non-equilibrium geometry.

The geometry in XYZ format:
```
12
Properties=species:S:1:pos:R:3:forces:R:3:lowdin_charge:R:1
O 0.408973 -2.352684 0.279860 0.1030 -0.0114 -0.2354 -0.111
C -0.587862 -1.755590 0.742638 -0.6683 0.3538 0.5539 -0.779
O -1.437817 -2.222561 1.578349 0.2204 -0.1376 -0.1567 -0.185
C -0.894106 -0.340683 0.333570 -0.0219 0.0445 -0.4539 -0.037
C 1.081593 1.187061 -0.200600 1.2540 -0.2623 0.0352 -0.567
C -0.180484 0.447031 -0.726609 -0.4552 -0.6282 0.3586 -0.250
O 1.799486 1.922492 -1.097150 -0.4780 -0.1209 0.1218 -0.444
H -1.823031 0.040825 0.745207 0.0529 0.0729 0.1778 0.061
H 0.734196 1.759017 0.687399 -0.4119 0.4605 0.0958 0.061
H 1.684712 0.396282 0.325290 -0.0529 -0.0502 -0.3790 0.081
H -0.824368 1.219470 -1.167405 -0.1212 -0.0707 0.0197 0.078
H 0.038707 -0.300660 -1.500551 0.5791 0.3495 -0.1379 0.092
```
Positions in Å, forces in eV/Å.

As for the charge: -2. As for the spin multiplicity: 2. For the LUMO energy (alpha / beta), the calculation gives 7.2 / 7.2 eV. Its HOMO-LUMO gap (alpha / beta) is 6.20 / 6.26 eV.